i.
The following is a DFT calculation (ωB97M-V with the def2-TZVPD basis set) of the molecule C4H3N3.

```
10
C4H3N3 | the OMol25 dataset | ωB97M-V with the def2-TZVPD basis set
N -0.53544 1.20569 -2.20105
C -0.38952 0.38919 -1.39688
C -0.03474 1.03153 1.41094
N 1.29627 0.50150 1.10952
C 1.20137 -0.42363 0.23793
C -0.22525 -0.55106 -0.26553
N -0.86583 0.14096 0.86077
H 2.03505 -1.06024 -0.05611
H -0.61956 -1.53419 -0.53325
H -1.86234 0.30024 0.83366
```

Properties
Highest occupied orbital energy   -0.34355 hartree
Frontier orbital gap   8.86 eV
LUMO level   -0.018 Eh
2S+1   1
Total charge   0

Atom charges from the Mulliken analysis, given in e for atoms 1 to 4: atom 1 (N): -0.39, atom 2 (C): 0.20, atom 3 (C): -0.23, atom 4 (N): -0.35

=====

ii.
The following is a DFT calculation (ωB97M-V with the def2-TZVPD basis set) of the molecule C4H3N3.

```
10
C4H3N3 | the OMol25 dataset | ωB97M-V with the def2-TZVPD basis set
N -1.78971 0.92859 -2.54803
C -1.19954 0.49227 -1.65769
C -0.42699 -0.06798 -0.54327
N -0.39375 0.78236 0.49701
C 0.64519 0.83500 1.42964
C 0.92418 -0.40796 1.59137
N 0.12050 -1.23828 -0.61103
H 0.97634 1.78083 1.85387
H 1.06877 -1.46689 1.53932
H 0.07500 -1.63795 -1.55120
```

Properties
Highest occupied orbital energy (alpha / beta)   -0.34326 / -0.34328 hartree
Frontier orbital gap (alpha / beta)   8.03 / 8.03 eV
LUMO level (alpha / beta)   -0.048 / -0.048 Eh
2S+1   1
Total charge   0

Atom charges from the Mulliken analysis, given in e for atoms 1 to 4: atom 1 (N): -0.37, atom 2 (C): 0.17, atom 3 (C): 0.69, atom 4 (N): -0.45

=====

iii.
The following is a DFT calculation (ωB97M-V with the def2-TZVPD basis set) of the molecule C4H3N3.

```
10
C4H3N3 | the OMol25 dataset | ωB97M-V with the def2-TZVPD basis set
N 3.10521 0.17198 0.37596
C 2.13014 -0.42361 0.17937
C 0.71773 -0.53828 -0.03466
N -0.20501 -1.44565 0.17558
C -1.38624 -0.74323 0.12242
C -1.15880 0.59315 -0.09908
N 0.18873 0.70178 -0.23125
H -2.34178 -1.23363 0.24080
H -1.76780 1.48285 -0.05337
H 0.71782 1.43465 -0.67576
```

Properties
Highest occupied orbital energy   -0.34953 hartree
SMILES   N#Cc1ncc[nH]1
Frontier orbital gap   10.17 eV
LUMO level   0.024 Eh
2S+1   1
Total charge   0

Atom charges from the Mulliken analysis, given in e for atoms 1 to 4: atom 1 (N): -0.44, atom 2 (C): 0.29, atom 3 (C): 0.28, atom 4 (N): -0.56

=====

iv.
The following is a DFT calculation (ωB97M-V with the def2-TZVPD basis set) of the molecule C4H3N3.

```
10
C4H3N3 | the OMol25 dataset | ωB97M-V with the def2-TZVPD basis set
N 3.22890 -0.53285 0.37905
C 2.10095 -0.39114 0.17368
C 0.70419 -0.26793 -0.04160
N -0.10147 -1.26378 0.14078
C -1.36374 -0.74347 0.09848
C -1.31069 0.61151 -0.22633
N 0.03493 0.88371 -0.30221
H -1.77285 -1.45881 0.78977
H -2.00773 1.41845 -0.45017
H 0.48750 1.74431 -0.56147
```

Properties
Highest occupied orbital energy   -0.34747 hartree
SMILES   N#Cc1ncc[nH]1
Frontier orbital gap   10.02 eV
LUMO level   0.021 Eh
2S+1   1
Total charge   0

Atom charges from the Mulliken analysis, given in e for atoms 1 to 4: atom 1 (N): -0.41, atom 2 (C): 0.29, atom 3 (C): 0.31, atom 4 (N): -0.53

=====

Which one sits at the top of the stability order? iii does.

=====

i.
The following is a DFT calculation (ωB97M-V with the def2-TZVPD basis set) of the molecule C4H3N3.

```
10
C4H3N3 | the OMol25 dataset | ωB97M-V with the def2-TZVPD basis set
N -2.06556 1.52245 0.13370
C -1.34658 0.62348 0.23039
C 1.51649 0.84883 -0.20012
N 1.15821 0.01527 -1.35002
C 0.19242 -0.75425 -1.03629
C -0.32150 -0.43819 0.35619
N 0.87009 0.28143 0.82235
H -0.17616 -1.55250 -1.68115
H -0.68540 -1.25310 0.98532
H 0.85799 0.70658 1.73963
```

Properties
Highest occupied orbital energy   -0.34341 hartree
Frontier orbital gap   8.87 eV
LUMO level   -0.018 Eh
2S+1   1
Total charge   0

Atom charges from the Mulliken analysis, given in e for atoms 1 to 4: atom 1 (N): -0.39, atom 2 (C): 0.20, atom 3 (C): -0.24, atom 4 (N): -0.35

=====

ii.
The following is a DFT calculation (ωB97M-V with the def2-TZVPD basis set) of the molecule C4H3N3.

```
10
C4H3N3 | the OMol25 dataset | ωB97M-V with the def2-TZVPD basis set
C -0.82082 -2.36489 0.58169
C -0.43369 -1.25164 0.33529
C 0.02523 0.04466 -0.02032
C 0.58505 0.51642 -1.18485
N 0.83651 1.84142 -1.04354
N 0.47183 2.21820 0.14147
N -0.02064 1.15139 0.76904
H -1.15640 -3.36012 0.77654
H 0.82483 -0.02968 -2.08567
H -0.31190 1.23422 1.73037
```

Properties
Highest occupied orbital energy   -0.35020 hartree
SMILES   C#Cc1cnn[nH]1
Frontier orbital gap   10.36 eV
LUMO level   0.030 Eh
2S+1   1
Total charge   0

Atom charges from the Mulliken analysis, given in e for atoms 1 to 4: atom 1 (C): 0.29, atom 2 (C): -0.46, atom 3 (C): 0.04, atom 4 (C): -0.36

=====

iii.
The following is a DFT calculation (ωB97M-V with the def2-TZVPD basis set) of a 2-piece molecular cluster, C4H3N3 overall.

```
10
C4H3N3 | the OMol25 dataset | ωB97M-V with the def2-TZVPD basis set
C 2.42098 0.36598 0.68550
C 1.50316 -1.86581 -0.90956
C 0.06814 0.40180 -0.11414
C 1.14181 -0.19273 0.65735
N 3.46130 0.85006 0.74210
N 1.70195 -2.60800 -1.74411
N -1.11419 0.01513 0.10240
H 0.37545 1.14403 -0.86476
H 0.85733 -0.87412 1.44681
H -1.83785 0.43647 -0.47159
```

Properties
Highest occupied orbital energy (alpha / beta)   -0.41665 / -0.41668 hartree
Frontier orbital gap (alpha / beta)   8.38 / 8.38 eV
LUMO level (alpha / beta)   -0.109 / -0.109 Eh
2S+1   1
Total charge   0

Atom charges from the Mulliken analysis, given in e for atoms 1 to 4: atom 1 (C): 0.23, atom 2 (C): 0.04, atom 3 (C): 0.01, atom 4 (C): -0.14

=====

Which one sits at the top of the stability order? ii does.

=====

i.
The following is a DFT calculation (ωB97M-V with the def2-TZVPD basis set) of the molecule C4H3N3.

```
10
C4H3N3 | the OMol25 dataset | ωB97M-V with the def2-TZVPD basis set
N 3.18894 -0.47337 0.64876
C 2.06876 -0.49126 0.34773
C 0.69452 -0.40425 -0.02155
N -0.24400 -1.32937 0.07173
C -1.42027 -0.67068 -0.11740
C -1.18481 0.69641 -0.26495
N 0.17529 0.79336 -0.34026
H -2.33400 -1.26121 -0.16616
H -1.47171 1.51367 0.37380
H 0.60899 1.67808 -0.55812
```

Properties
Highest occupied orbital energy   -0.34454 hartree
SMILES   N#Cc1ncc[nH]1
Frontier orbital gap   9.67 eV
LUMO level   0.011 Eh
2S+1   1
Total charge   0

Atom charges from the Mulliken analysis, given in e for atoms 1 to 4: atom 1 (N): -0.40, atom 2 (C): 0.28, atom 3 (C): 0.32, atom 4 (N): -0.54

=====

ii.
The following is a DFT calculation (ωB97M-V with the def2-TZVPD basis set) of a 2-piece molecular cluster, C4H3N3 overall.

```
10
C4H3N3 | the OMol25 dataset | ωB97M-V with the def2-TZVPD basis set
C -0.64759 -1.35409 -0.76344
C -1.27208 1.90479 -0.50576
C 1.23322 -0.44783 0.97270
C 0.56223 -0.99104 -0.21207
N -1.67492 -1.64070 -1.19108
N -1.57530 2.44542 0.44868
N 1.81102 -0.86626 -0.33006
H 1.16750 0.61459 1.16765
H 1.40031 -1.08995 1.82580
H -1.00440 1.42509 -1.41241
```

Properties
Highest occupied orbital energy   -0.41006 hartree
SMILES   N#CC1=NC1.C#N
Frontier orbital gap   10.35 eV
LUMO level   -0.030 Eh
2S+1   1
Total charge   0

Atom charges from the Mulliken analysis, given in e for atoms 1 to 4: atom 1 (C): 0.26, atom 2 (C): 0.05, atom 3 (C): -0.25, atom 4 (C): 0.37

=====

Which one sits at the top of the stability order? i does.

=====

i.
The following is a DFT calculation (ωB97M-V with the def2-TZVPD basis set) of a 2-piece molecular cluster, CH5N2S overall.

```
9
CH5N2S | the OMol25 dataset | ωB97M-V with the def2-TZVPD basis set
C -0.93167 0.48340 -0.54644
N -0.97671 1.11549 0.55314
N 1.43045 -0.63747 -0.24169
S 1.64284 -2.06454 -0.36455
H -1.65826 0.62622 -1.33772
H -1.69781 1.84235 0.82215
H -0.26843 0.97180 1.18104
H 1.43347 0.12884 -0.95806
H 1.02612 -2.46609 0.89214
```

Properties
Highest occupied orbital energy (alpha / beta)   -0.51480 / -0.47135 hartree
Frontier orbital gap (alpha / beta)   8.03 / 6.18 eV
LUMO level (alpha / beta)   -0.220 / -0.244 Eh
2S+1   1
Total charge   +1

Atom charges from the Mulliken analysis, given in e for atoms 1 to 4: atom 1 (C): -0.21, atom 2 (N): -0.15, atom 3 (N): -0.18, atom 4 (S): 0.17

=====

ii.
The following is a DFT calculation (ωB97M-V with the def2-TZVPD basis set) of a 2-piece molecular cluster, CH5N2S overall.

```
9
CH5N2S | the OMol25 dataset | ωB97M-V with the def2-TZVPD basis set
C -0.38825 0.24631 -0.21918
N -1.30271 0.08979 0.65021
N 0.82639 0.30641 0.23189
S 2.15746 1.13639 -0.49212
H -0.66146 0.45572 -1.32230
H -2.23496 -0.09125 0.42989
H -0.94172 0.00968 1.53563
H 1.02284 -0.03766 1.16674
H 3.64772 -0.39240 -0.66054
```

Properties
Highest occupied orbital energy (alpha / beta)   -0.52267 / -0.52185 hartree
Frontier orbital gap (alpha / beta)   8.53 / 8.22 eV
LUMO level (alpha / beta)   -0.209 / -0.220 Eh
2S+1   1
Total charge   +1

Atom charges from the Mulliken analysis, given in e for atoms 1 to 4: atom 1 (C): 0.33, atom 2 (N): -0.22, atom 3 (N): -0.32, atom 4 (S): -0.06

=====

Which one sits at the top of the stability order? ii does.

=====

i.
The following is a DFT calculation (ωB97M-V with the def2-TZVPD basis set) of the molecule CH4N2O3.

```
10
CH4N2O3 | the OMol25 dataset | ωB97M-V with the def2-TZVPD basis set
C 0.08730 -0.06186 -1.35847
N -0.77782 0.38152 -0.26120
N 0.30237 -0.28301 1.81214
O 0.29022 -1.36035 1.24764
O 0.67567 0.12032 2.89303
O -0.05379 0.87570 0.87041
H 0.76956 -0.64574 -0.84880
H -0.54231 -0.76898 -1.93260
H 0.68357 0.72031 -1.74270
H -1.43478 1.02209 -0.67945
```

Properties
Highest occupied orbital energy   -0.36185 hartree
SMILES   CNO[N+](=O)[O-]
Frontier orbital gap   9.88 eV
LUMO level   0.001 Eh
2S+1   1
Total charge   0

Atom charges from the Mulliken analysis, given in e for atoms 1 to 4: atom 1 (C): -0.77, atom 2 (N): -0.32, atom 3 (N): 1.06, atom 4 (O): -0.45

=====

ii.
The following is a DFT calculation (ωB97M-V with the def2-TZVPD basis set) of a 2-piece molecular cluster, CH4N2O3 overall.

```
10
CH4N2O3 | the OMol25 dataset | ωB97M-V with the def2-TZVPD basis set
C -0.70608 0.11245 -0.14646
N -0.06623 -0.77035 0.46778
N -2.20236 0.19354 -0.01512
O -2.76554 1.16210 -0.46232
O -2.72270 -0.65177 0.65204
O 3.07553 -0.20643 -0.27286
H -0.40822 0.93219 -0.70451
H -0.82110 -1.45426 0.91681
H 2.68898 0.59387 -0.65204
H 3.92772 0.08865 0.21669
```

Properties
Highest occupied orbital energy   -0.41134 hartree
SMILES   [H]/N=C\[N+](=O)[O-].O
Frontier orbital gap   10.38 eV
LUMO level   -0.030 Eh
2S+1   1
Total charge   0

Atom charges from the Mulliken analysis, given in e for atoms 1 to 4: atom 1 (C): -0.07, atom 2 (N): -0.42, atom 3 (N): 0.89, atom 4 (O): -0.54

=====

Which one sits at the top of the stability order? ii does.

=====

i.
The following is a DFT calculation (ωB97M-V with the def2-TZVPD basis set) of a 2-piece molecular cluster, C6H8O2 overall.

```
16
C6H8O2 | the OMol25 dataset | ωB97M-V with the def2-TZVPD basis set
C 1.63157 1.84372 -0.46264
C -0.31420 -0.82266 -1.47860
O 1.08501 0.55089 -0.14999
O -0.77589 -0.20874 -2.37271
H 0.28745 -1.73512 -1.47826
H 0.83080 2.46895 -0.85882
H 2.09266 2.38499 0.36201
H 2.42018 1.72756 -1.20613
C -1.25153 -0.86024 0.16074
C -1.48908 -2.16430 0.47215
C 0.22991 0.41535 0.98630
C 0.43303 0.99972 2.09273
H -2.15598 -0.30810 -0.08626
H -2.43805 -2.66858 0.34398
H -0.68097 -2.87530 0.59188
H 0.09509 1.25187 3.08364
```

Properties
Highest occupied orbital energy (alpha / beta)   -0.29107 / -0.30953 hartree
SMILES   C=CC=O.C#COC
Frontier orbital gap (alpha / beta)   7.08 / 7.59 eV
LUMO level (alpha / beta)   -0.031 / -0.031 Eh
2S+1   1
Total charge   0

Atom charges from the Mulliken analysis, given in e for atoms 1 to 4: atom 1 (C): -0.75, atom 2 (C): 0.22, atom 3 (O): -0.32, atom 4 (O): -0.41

=====

ii.
The following is a DFT calculation (ωB97M-V with the def2-TZVPD basis set) of the molecule C6H8O2.

```
16
C6H8O2 | the OMol25 dataset | ωB97M-V with the def2-TZVPD basis set
C 0.91086 0.25661 1.62177
C -0.17370 -1.27566 0.00837
C -0.70452 0.49257 -1.34267
C 0.15703 -0.80734 -1.40439
C -1.11813 -0.02192 0.15939
C -0.25482 1.01077 0.79650
H 2.09899 0.50682 1.83319
H 0.31960 0.09334 2.63615
H -0.41113 -2.41424 -0.26120
H -1.40249 0.95529 -2.11440
H 1.29851 -0.67089 -1.68768
H -0.21826 -1.58633 -2.17771
H -2.20631 -0.11584 0.67056
H -0.64922 1.89290 1.14943
O 0.97980 -0.94546 0.84774
O 0.05395 1.37155 -0.73300
```

Properties
Highest occupied orbital energy   -0.33532 hartree
SMILES   C1[C@@H]2O[C@@H]3CO[C@H]1[C@H]23
Frontier orbital gap   10.08 eV
LUMO level   0.035 Eh
2S+1   1
Total charge   0

Atom charges from the Mulliken analysis, given in e for atoms 1 to 4: atom 1 (C): -0.34, atom 2 (C): 0.04, atom 3 (C): -0.10, atom 4 (C): -0.75

=====

iii.
The following is a DFT calculation (ωB97M-V with the def2-TZVPD basis set) of C6H8O2 as an isolated structure.

```
16
C6H8O2 | the OMol25 dataset | ωB97M-V with the def2-TZVPD basis set
C 1.26088 -0.30003 -0.11553
C 0.49101 -0.63802 1.15239
C -1.07263 -0.67108 0.67450
C -0.79045 -1.35484 -0.69298
C -0.10280 -0.05396 -1.00901
C -0.99146 0.62671 -0.06771
H 1.48433 1.56281 -0.04593
H 1.87450 -1.10313 -0.51026
H 0.78524 0.20164 1.90370
H 0.72564 -1.61289 1.54910
H -1.70949 -1.03678 1.47737
H -1.58902 -1.62033 -1.42060
H -0.15611 -2.26316 -0.74376
H 0.17516 0.38454 -1.95821
O 2.11437 0.74645 -0.12247
O -1.40907 1.73288 0.13479
```

Properties
Highest occupied orbital energy   -0.35512 hartree
Frontier orbital gap   10.56 eV
LUMO level   0.033 Eh
2S+1   1
Total charge   0

Atom charges from the Mulliken analysis, given in e for atoms 1 to 4: atom 1 (C): -0.29, atom 2 (C): -0.64, atom 3 (C): -0.31, atom 4 (C): -0.55

=====

Which one sits at the top of the stability order? iii does.